Record 1
The molecule C2H5FN2 in a non-equilibrium geometry, computed with ωB97M-V/def2-TZVPD.

CARTESIAN COORDINATES (ANGSTROEM)
C 0.020 -0.852 -0.484
C -1.127 0.051 -0.275
H 2.245 0.572 1.100
H 0.784 1.231 0.281
H -0.049 -1.782 -1.024
H -2.052 -0.343 -0.579
H -1.355 0.018 0.867
N 1.305 0.491 0.764
N 1.136 -0.698 0.099
F -0.908 1.313 -0.748

Output
Energy above the lowest of the compared OMol25 structures with the same formula, charge and spin ... 33.0 kcal per mole
SMILES string ... N/N=C\CF
Maximum force ... 3.1 eV/A
HOMO-LUMO gap ... 10.041 eV

These are the Mulliken partial charges, in e, on atoms 1 to 6:
1. C -0.151
2. C -0.278
3. H 0.247
4. H 0.217
5. H 0.404
6. H 0.317

Record 2
A structure of composition C24H45CrF5OP2Te in a non-equilibrium geometry, computed with ωB97M-V/def2-TZVPD.

CARTESIAN COORDINATES (ANGSTROEM)
Cr 0.035 0.001 0.177
C 2.077 0.313 0.840
C 1.717 1.611 0.278
C 0.240 1.066 1.995
C 1.231 0.043 1.962
C 0.554 2.057 0.978
C 3.418 -0.348 0.594
H 3.808 -0.272 -0.453
H 3.467 -1.434 0.839
H 4.233 0.107 1.218
C 1.467 -0.944 3.008
H 2.277 -1.655 2.801
H 0.583 -1.559 3.228
H 1.706 -0.452 3.963
C -0.780 1.259 3.053
H -0.417 1.934 3.856
H -1.065 0.321 3.563
H -1.752 1.702 2.731
C 0.072 3.465 1.132
H 0.728 3.979 1.878
H -0.951 3.560 1.565
H 0.083 4.123 0.232
C 2.761 2.456 -0.312
H 3.497 2.685 0.497
H 2.398 3.418 -0.695
H 3.355 1.976 -1.114
C 0.309 0.429 -3.746
C 1.546 0.759 -3.422
C 2.389 1.692 -4.264
C 1.941 3.196 -4.145
C 0.736 3.441 -3.265
C -0.509 3.100 -3.659
C -0.775 2.416 -4.972
C -0.360 0.902 -5.014
H 2.346 1.391 -5.333
H 1.680 3.526 -5.171
H 3.457 1.610 -3.956
H 0.301 0.745 -5.889
H -0.383 -0.167 -3.082
H 2.071 0.450 -2.464
H -1.275 0.297 -5.185
H -1.853 2.526 -5.215
H -1.403 3.454 -3.087
H -0.210 2.937 -5.769
H 2.797 3.826 -3.818
H 0.901 4.053 -2.334
P 0.557 -2.478 -0.614
C 1.111 -3.392 0.802
H 1.160 -4.435 0.452
H 0.434 -3.372 1.665
H 2.110 -3.097 1.155
C -0.766 -3.428 -1.268
H -0.380 -4.465 -1.293
H -1.042 -3.138 -2.293
H -1.656 -3.423 -0.627
C 1.917 -2.822 -1.707
H 1.706 -2.567 -2.756
H 2.061 -3.921 -1.638
H 2.871 -2.347 -1.418
P -2.489 0.615 -0.457
C -2.872 2.318 -0.059
H -3.811 2.513 -0.610
H -2.151 3.115 -0.278
H -3.130 2.380 1.025
C -3.297 -0.004 -1.918
H -3.200 0.657 -2.797
H -4.372 -0.071 -1.636
H -2.984 -1.033 -2.202
C -3.644 -0.012 0.683
H -4.582 0.513 0.448
H -3.366 0.188 1.715
H -3.782 -1.079 0.557
F -3.903 -2.243 2.327
Te -2.091 -2.646 2.785
F -2.206 -1.399 4.254
F -2.898 -3.891 3.904
F -0.480 -3.376 3.598
F -2.059 -4.050 1.457
O -1.282 -1.388 1.442

Output
2S+1 ... 4
Charge ... +1
Maximum force ... 3.9 eV/A
HOMO-LUMO gap (spin up / spin down) ... 6.863 / 7.368 eV

These are the Mulliken partial charges, in e, on atoms 1 to 6:
1. Cr -1.028
2. C 0.993
3. C 0.819
4. C 0.269
5. C 1.965
6. C 0.764

Record 3
A cluster of 2 separate species, C6H15NO in total in a non-equilibrium geometry, computed with ωB97M-V/def2-TZVPD.

CARTESIAN COORDINATES (ANGSTROEM)
C 1.579 0.833 1.852
C 0.642 1.934 1.333
C -0.669 1.439 0.699
C -0.446 0.463 -0.424
C -1.222 -0.586 -0.688
N -1.047 -1.489 -1.736
C -0.219 -1.173 -2.889
H 1.384 0.623 2.910
H 1.522 -0.042 1.207
H 2.614 1.191 1.879
H 1.146 2.491 0.536
H 0.427 2.605 2.171
H -1.220 2.334 0.380
H -1.339 0.989 1.447
H 0.342 0.788 -1.086
H -2.050 -0.946 -0.093
H -1.946 -1.799 -2.112
H 0.631 -1.849 -2.996
H 0.230 -0.173 -2.871
H -0.831 -1.189 -3.801
H 0.099 -2.341 0.677
H 0.166 -1.601 1.980
O 0.208 -2.502 1.626

Output
Energy above the lowest of the compared OMol25 structures with the same formula, charge and spin ... 25.1 kcal per mole
2S+1 ... 2
Charge ... -1
Maximum force ... 1.4 eV/A
HOMO-LUMO gap (spin up / spin down) ... 2.471 / 8.027 eV

These are the Mulliken partial charges, in e, on atoms 1 to 6:
1. C -1.268
2. C -0.510
3. C -1.440
4. C 0.308
5. C -1.952
6. N 1.420

Record 4
A structure of composition C16H41Be2Cl4IN2NbO10P2 in a non-equilibrium geometry, computed with ωB97M-V/def2-TZVPD.

CARTESIAN COORDINATES (ANGSTROEM)
C -2.140 -4.004 2.732
C -1.653 -3.331 1.443
O -0.326 -2.762 1.480
P -0.114 -1.420 2.329
O -0.641 -1.415 3.683
C -0.582 0.063 1.392
C -2.072 0.341 1.195
Nb -2.434 2.005 -0.318
N -2.796 3.566 -1.754
C -4.353 1.039 -1.038
N -4.860 -0.076 -0.237
C -6.115 -0.608 -0.710
C -1.053 0.988 -1.844
C -1.638 -0.157 -2.684
C -0.535 -0.701 -3.645
I -2.207 -1.900 -1.557
P -0.458 3.438 0.596
C 1.200 2.702 0.211
O -0.571 3.520 2.277
O 1.522 -1.326 2.443
C 2.121 -1.279 1.140
C 3.105 -0.096 1.053
H -1.376 -4.556 3.262
H -3.011 -4.637 2.454
H -2.529 -3.231 3.368
H -1.604 -4.112 0.687
H -2.429 -2.651 1.102
H -0.022 0.027 0.460
H -0.170 0.895 1.955
H -2.477 0.687 2.147
H -2.623 -0.568 0.965
H -3.443 2.909 0.918
H -1.878 3.788 -2.138
H -3.258 3.089 -2.532
H -5.107 1.841 -0.991
H -4.339 0.715 -2.083
H -4.891 0.138 0.746
H -6.954 0.083 -0.556
H -6.354 -1.508 -0.147
H -6.059 -0.905 -1.752
H -0.116 0.615 -1.425
H -0.746 1.743 -2.578
H -2.425 0.193 -3.335
H -0.641 -1.768 -3.800
H -0.627 -0.139 -4.591
H 0.450 -0.449 -3.205
H 1.926 3.509 0.308
H 1.514 1.936 0.907
H 1.245 2.392 -0.827
H -0.822 4.427 2.487
H 1.416 -1.226 0.318
H 2.699 -2.189 0.986
H 2.945 0.445 0.124
H 2.980 0.616 1.860
H 4.131 -0.446 1.042
Be 1.377 0.142 -4.492
Cl -4.338 -4.740 4.020
O 5.466 -0.864 -1.688
C 6.585 -1.467 -1.628
C 6.568 -2.525 -0.235
O 7.681 -3.091 -0.193
H 7.483 -0.847 -1.490
H 6.854 -2.125 -2.471
H 5.670 -3.148 -0.408
H 6.294 -1.838 0.588
Be 4.588 2.122 0.074
O 3.447 -1.049 -3.691
H 4.344 -0.967 -3.259
H 3.507 -0.952 -4.660
H 2.825 -0.379 -3.312
C -5.497 4.900 -0.956
O -5.855 4.319 -1.979
O -5.031 4.339 0.077
O -5.555 6.136 -0.751
C 5.025 0.375 4.516
Cl 4.766 1.911 3.681
Cl 3.509 -0.246 5.156
Cl 5.783 -0.810 3.443
H 5.699 0.552 5.342

Output
Charge ... -1
Maximum force ... 5.0 eV/A
HOMO-LUMO gap ... 1.206 eV

These are the Mulliken partial charges, in e, on atoms 1 to 6:
1. C -1.486
2. C -0.145
3. O -0.238
4. P 0.840
5. O -0.862
6. C 1.651

Record 5
A cluster of 2 separate species, C2H2Cl3NO4 in total in a non-equilibrium geometry, computed with ωB97M-V/def2-TZVPD.

CARTESIAN COORDINATES (ANGSTROEM)
C 2.001 -0.255 0.742
C 0.484 -0.088 0.030
O -0.409 -0.742 0.474
O -3.607 0.362 -1.651
N -3.839 -0.490 -0.799
O -4.888 -1.081 -0.555
Cl 0.139 1.960 0.681
Cl 0.829 0.085 -1.811
O 2.768 0.785 0.370
Cl 2.648 -1.872 0.326
H 1.714 -0.247 1.805
H 2.161 1.582 0.387

Output
Energy above the lowest of the compared OMol25 structures with the same formula, charge and spin ... 16.6 kcal per mole
Maximum force ... 3.4 eV/A
HOMO-LUMO gap (spin up / spin down) ... 9.012 / 6.302 eV

These are the Mulliken partial charges, in e, on atoms 1 to 6:
1. C 0.191
2. C 0.220
3. O -0.274
4. O -0.298
5. N 0.643
6. O -0.341

Record 6
A structure of composition CH6B3BrCsNO5PS in a non-equilibrium geometry, computed with ωB97M-V/def2-TZVPD.

CARTESIAN COORDINATES (ANGSTROEM)
N 3.599 -1.370 0.211
C 2.104 -1.540 0.279
B 1.417 -0.114 -0.014
O 1.953 0.832 -0.927
B 0.967 1.855 -0.954
Br 1.295 3.713 -0.409
O -0.341 1.423 -1.364
B -0.749 0.615 -0.288
P -2.553 -0.035 -0.124
O -2.710 -1.008 1.231
O -2.959 -1.009 -1.402
S -3.796 1.484 -0.042
O 0.205 0.255 0.699
H 3.785 -0.473 0.650
H 3.801 -1.261 -0.781
H 1.777 -1.917 1.269
H 1.781 -2.257 -0.501
H -2.153 -0.631 1.925
H -2.532 -1.876 -1.337
Cs -4.892 3.312 1.880

Output
Charge ... +1
Maximum force ... 2.8 eV/A
HOMO-LUMO gap ... 8.408 eV

These are the Mulliken partial charges, in e, on atoms 1 to 6:
1. N -0.659
2. C -0.452
3. B 0.290
4. O -0.344
5. B 0.745
6. Br -0.206